No. 1
This record from OMol25 describes a 3-piece molecular cluster, C4H10N2O2 overall. The level of theory is ωB97M-V/def2-TZVPD.

Calculated values
structure (SMILES) = Cc1c[nH]cn1.O.O
largest force on an atom = 4.03 eV Å⁻¹
HOMO level = -8.51 eV
energy relative to the best compared isomer or geometry (same formula, charge and spin) = 329.51 kJ/mol
energy = -418.33546 a.u.

Element x y z (Å)
C -0.82722 -2.73370 1.61750
C -0.44505 -1.61333 0.70720
C -1.06021 -1.35508 -0.50390
N -0.66672 -0.07147 -0.89214
C 0.06609 0.48225 0.14613
N 0.17485 -0.40406 1.13876
H -1.96178 -2.25414 1.80717
H -1.02374 -3.61848 0.94097
H -0.16224 -3.07410 2.42186
H -1.38888 -1.88714 -1.38261
H -1.03363 0.50109 -1.76743
H 0.41061 1.55964 0.07316
O 0.23671 2.78897 -2.73749
H 0.06845 3.35335 -1.91988
H 1.27152 2.90481 -2.72588
O 2.14806 2.09610 1.29182
H 2.10865 2.22026 0.27480
H 2.08454 1.10504 1.50995

Atomic partial charges in e from the Löwdin method, atoms 1 to 2: number 1, C, carries -0.063; number 2, C, carries -0.369



No. 2
This record from OMol25 describes one molecule with the formula C4H12N2. The level of theory is ωB97M-V/def2-TZVPD.

Calculated values
structure (SMILES) = CN(C)CCN
largest force on an atom = 3.49 eV Å⁻¹
HOMO level = -8.66 eV
energy relative to the best compared isomer or geometry (same formula, charge and spin) = 163.57 kJ/mol
energy = -269.05405 a.u.

Element x y z (Å)
C -0.76044 -0.33957 -1.99477
N -0.07817 -0.31618 -0.73967
C 0.16210 -1.71078 -0.31822
C -0.74572 0.46965 0.30164
C 0.19590 0.58333 1.57512
N 1.23092 1.55421 1.24414
H -0.04333 -0.81124 -2.74559
H -1.51680 -1.13566 -2.02221
H -1.12856 0.54715 -2.49253
H 0.89957 -1.78670 0.47025
H 0.51460 -2.34454 -1.13779
H -0.75922 -2.21100 0.05097
H -0.90965 1.46980 -0.11518
H -1.62410 0.14329 0.84146
H -0.44034 0.89786 2.42858
H 0.40928 -0.47870 1.73619
H 2.17890 1.38368 1.57807
H 1.49887 1.26138 0.27546

Atomic partial charges in e from the Löwdin method, atoms 1 to 2: number 1, C, carries -0.138; number 2, N, carries -0.272



No. 3
This record from OMol25 describes one molecule with the formula C7H6N4. The level of theory is ωB97M-V/def2-TZVPD.

Calculated values
structure (SMILES) = c1cncc(-c2cnn[nH]2)c1
largest force on an atom = 5.26 eV Å⁻¹
HOMO level = -9.09 eV
energy relative to the best compared isomer or geometry (same formula, charge and spin) = 204.50 kJ/mol
energy = -489.27953 a.u.

Element x y z (Å)
C 0.69125 -2.22996 -1.47018
C 0.11409 -1.68368 -2.71189
N -0.51085 -0.51305 -2.76953
C -0.68280 0.20869 -1.62499
C -0.32347 -0.23752 -0.34459
C -0.26697 0.60489 0.78423
C 0.07015 1.94881 0.91238
N 0.27054 2.24302 2.22104
N 0.28422 1.13654 2.96589
N -0.05398 0.14844 2.17487
C 0.37708 -1.45598 -0.32518
H 1.16744 -3.28325 -1.48005
H 0.19923 -2.20488 -3.61531
H -1.38926 1.05949 -1.57586
H 0.05108 2.72238 0.09254
H -0.71860 -0.67025 2.43291
H 0.88463 -1.65964 0.68118

Atomic partial charges in e from the Löwdin method, atoms 1 to 2: number 1, C, carries -0.022; number 2, C, carries -0.134